(1)
110
Properties=species:S:1:pos:R:3 method="wB97M-V/def2-TZVPD" fmax_ha_per_bohr=0.0388 smiles=OCCO.OCCO.OCCO.OCCO.OCCO.OCCO.OCCO.OCCO.OCCO.OCCO.OCCO homo_ha=-0.337 orbital_gap_ha=0.32651 e_tot_ev=-68924.016
C 3.852 1.332 -0.062
C 4.337 1.954 -1.357
O 5.657 2.504 -1.186
O 3.436 2.370 0.866
H 4.615 0.826 0.523
H 2.934 0.746 -0.187
H 3.686 2.788 -1.620
H 4.393 1.264 -2.201
H 6.277 1.898 -1.595
H 2.643 2.772 0.484
C 0.326 3.319 -5.256
C 0.135 3.483 -3.774
O 1.381 3.622 -3.061
O 0.888 4.530 -5.774
H -0.616 3.158 -5.787
H 0.999 2.492 -5.501
H -0.482 2.682 -3.373
H -0.440 4.383 -3.544
H 1.664 4.517 -3.288
H 1.424 4.359 -6.549
C -2.271 -3.278 -1.334
C -1.043 -3.262 -2.229
O -0.587 -1.967 -2.551
O -1.946 -2.854 -0.011
H -2.701 -4.284 -1.299
H -3.045 -2.595 -1.687
H -1.180 -3.813 -3.161
H -0.282 -3.828 -1.670
H -0.151 -1.622 -1.747
H -1.119 -3.311 0.228
C -4.279 0.345 -3.004
C -2.904 0.653 -3.614
O -2.791 1.962 -4.153
O -4.436 0.847 -1.685
H -4.461 -0.735 -3.048
H -5.061 0.873 -3.554
H -2.722 -0.028 -4.457
H -2.084 0.344 -2.963
H -3.550 2.173 -4.700
H -3.628 0.652 -1.187
C 0.064 0.482 -0.201
C -1.416 0.228 0.035
O -2.204 1.394 0.099
O 0.800 -0.725 -0.357
H 0.513 1.069 0.610
H 0.204 1.007 -1.149
H -1.606 -0.411 0.904
H -1.741 -0.370 -0.823
H -2.142 1.766 0.999
H 0.972 -1.124 0.515
C -0.304 4.183 -0.161
C -0.638 4.735 1.243
O -0.472 6.140 1.273
O 1.098 3.954 -0.233
H -0.559 4.969 -0.881
H -0.841 3.262 -0.399
H 0.034 4.191 1.901
H -1.675 4.468 1.455
H -1.285 6.547 0.966
H 1.318 3.718 -1.152
C -0.025 -4.181 2.265
C 1.072 -4.681 3.167
O 2.279 -3.952 3.029
O 0.117 -4.593 0.899
H -0.090 -3.088 2.329
H -0.982 -4.564 2.621
H 1.146 -5.764 3.011
H 0.693 -4.651 4.195
H 2.952 -4.286 3.629
H 0.952 -4.177 0.595
C -0.992 2.004 3.412
C -0.876 0.637 4.038
O -2.079 0.322 4.776
O -2.197 2.131 2.678
H -0.116 2.255 2.809
H -0.909 2.789 4.172
H -0.051 0.425 4.719
H -0.780 -0.151 3.281
H -2.526 -0.382 4.299
H -2.861 2.496 3.269
C 2.949 -3.568 -2.422
C 3.554 -3.415 -1.048
O 2.683 -3.719 0.046
O 3.827 -3.062 -3.419
H 2.027 -2.986 -2.446
H 2.655 -4.590 -2.677
H 3.887 -2.380 -0.937
H 4.418 -4.090 -1.021
H 3.196 -4.238 0.671
H 4.235 -3.809 -3.862
C 3.900 -0.586 2.901
C 2.392 -0.494 3.119
O 1.670 -1.364 2.217
O 4.452 -1.532 3.817
H 4.259 0.410 3.172
H 4.142 -0.856 1.875
H 2.000 0.489 2.839
H 2.070 -0.688 4.145
H 2.104 -2.244 2.251
H 4.723 -2.345 3.393
C -4.344 -0.430 1.313
C -5.107 0.226 2.411
O -6.184 -0.557 2.913
O -3.728 -1.625 1.762
H -3.596 0.241 0.867
H -4.939 -0.557 0.396
H -5.488 1.187 2.066
H -4.410 0.402 3.241
H -5.837 -1.118 3.609
H -3.226 -2.045 1.041

(2)
115
Properties=species:S:1:pos:R:3 method="wB97M-V/def2-TZVPD" charge=-2 fmax_ha_per_bohr=0.2329 homo_ha=-0.152 orbital_gap_ha=0.29586 e_tot_ev=-87936.872
S 0.029 -0.263 0.088
O -0.218 0.434 -1.120
O -0.731 0.230 1.163
O -0.260 -1.648 -0.177
O 1.433 -0.162 0.408
C -1.070 0.571 4.808
C -0.651 0.858 6.194
O 0.690 0.428 6.424
O -0.122 0.962 3.803
H -1.971 0.983 4.456
H -1.225 -0.490 4.767
H -1.396 0.524 7.101
H -0.518 2.060 6.362
H 1.335 0.832 5.688
H -0.506 0.525 2.922
C -3.931 0.842 1.084
C -5.142 1.730 1.208
O -6.135 0.994 0.357
O -2.965 1.417 1.947
H -3.582 0.542 0.278
H -4.130 -0.254 1.345
H -5.337 2.599 0.695
H -5.643 1.940 2.094
H -5.991 1.500 -0.603
H -2.022 1.135 1.457
C 4.627 0.547 -0.962
C 5.503 0.133 0.170
O 6.244 1.068 0.607
O 3.673 -0.519 -1.165
H 5.397 0.774 -1.847
H 4.018 1.550 -0.833
H 6.208 -0.678 -0.157
H 4.826 -0.153 1.030
H 5.819 1.788 1.073
H 2.773 -0.070 -0.849
C -2.824 -1.943 -2.295
C -4.248 -1.613 -1.755
O -4.649 -0.615 -2.716
O -2.358 -2.973 -1.424
H -2.193 -1.013 -2.007
H -3.089 -2.241 -3.261
H -4.119 -1.268 -0.872
H -4.966 -2.409 -1.949
H -4.154 0.192 -2.459
H -1.818 -2.546 -0.880
C 2.125 2.885 -2.504
C 2.877 4.151 -1.950
O 3.921 4.635 -2.837
O 1.075 2.743 -1.623
H 2.780 2.104 -2.449
H 1.792 2.860 -3.486
H 3.451 4.141 -0.924
H 2.384 5.072 -1.974
H 3.971 5.626 -2.661
H 0.592 1.824 -1.602
C 2.402 -2.589 2.613
C 1.259 -1.766 3.342
O 0.296 -2.612 3.766
O 3.396 -1.697 2.063
H 1.954 -3.283 2.060
H 2.988 -3.230 3.169
H 0.807 -1.166 2.486
H 1.533 -1.014 4.141
H -0.308 -3.108 3.061
H 2.889 -1.117 1.585
C 0.513 -1.164 -4.038
C 0.160 -1.557 -5.453
O 0.955 -2.720 -5.737
O -0.124 0.054 -3.679
H 1.311 -0.825 -3.794
H 0.426 -1.870 -3.395
H 0.569 -0.711 -6.120
H -0.947 -1.840 -5.650
H 1.827 -2.434 -5.758
H 0.018 0.081 -2.643
C -2.495 -2.568 1.820
C -3.065 -2.700 3.270
O -3.952 -1.753 3.509
O -1.201 -3.202 1.778
H -2.219 -1.708 1.612
H -3.214 -2.982 1.219
H -2.335 -2.741 3.981
H -3.469 -3.735 3.347
H -3.490 -0.918 3.499
H -0.751 -2.946 1.095
C 2.446 -4.692 -2.235
C 1.776 -3.716 -1.220
O 0.448 -3.673 -1.400
O 3.784 -4.906 -2.046
H 2.199 -4.315 -3.098
H 2.049 -5.518 -2.063
H 2.269 -2.903 -1.395
H 2.037 -4.128 -0.339
H 0.278 -2.908 -0.760
H 4.092 -5.143 -1.193
C -2.383 2.454 -3.016
C -3.730 2.927 -3.652
O -3.412 3.846 -4.586
O -2.575 1.443 -1.998
H -2.135 3.335 -2.410
H -1.604 1.967 -3.885
H -4.409 3.357 -2.985
H -3.965 2.025 -4.251
H -2.590 4.314 -4.052
H -1.584 1.171 -1.925
C 2.539 3.798 2.681
C 1.826 2.707 1.871
O 2.428 1.503 2.316
O 2.043 5.030 2.368
H 3.585 3.844 2.620
H 2.170 3.474 3.735
H 2.079 2.817 0.696
H 0.797 2.711 2.052
H 1.960 1.014 1.782
H 2.222 5.595 3.052